# 1
Density functional theory data (ωB97M-V/def2-TZVPD) for one molecule with the formula C19H28N2O3S2.

Last columns: bonded neighbours and bond lengths (Å).
CARTESIAN COORDINATES (ANGSTROEM)
1 C -2.69349 2.99912 0.11945  S2 1.804, H27 1.089, H28 1.089, H29 1.089
2 S -2.27044 1.29955 0.55277  C1 1.804, C3 1.813
3 C -0.49026 1.31630 0.21200  S2 1.813, C4 1.521, C15 1.551, C26 1.554
4 C -0.21498 1.89440 -1.16740  C3 1.521, O5 1.221, N6 1.350
5 O 0.19369 3.04002 -1.27524  C4 1.221
6 N -0.48457 1.13217 -2.24879  C4 1.350, C7 1.455, C14 1.460
7 C -1.00674 -0.22501 -2.30241  N6 1.455, C8 1.525, H30 1.096, H31 1.088
8 C -1.92989 -0.17672 -3.51484  C7 1.525, C9 1.544, C12 1.550, H32 1.091
9 C -3.31843 0.40924 -3.18049  C8 1.544, S10 1.820, H33 1.089, H34 1.090
10 S -3.52399 1.97799 -4.08053  C9 1.820, C11 1.806
11 C -2.26013 1.51768 -5.28621  S10 1.806, C12 1.527, H35 1.092, H36 1.090
12 C -1.19030 0.76278 -4.50138  C8 1.550, C11 1.527, C13 1.526, C14 1.544
13 C -0.26037 -0.01118 -5.43070  C12 1.526, H37 1.092, H38 1.092, H39 1.092
14 C -0.39447 1.71671 -3.58404  N6 1.460, C12 1.544, H40 1.090, H41 1.093
15 C 0.36540 1.95744 1.33493  C3 1.551, N16 1.459, H42 1.089, H43 1.089
16 N 0.79923 0.61344 1.70101  C15 1.459, C17 1.348, C26 1.457
17 C 1.65728 0.23156 2.66837  N16 1.348, O18 1.217, C19 1.526
18 O 2.16650 1.03045 3.43305  C17 1.217
19 C 1.90239 -1.26947 2.79042  C17 1.526, C20 1.546, O25 1.421, H44 1.093
20 C 1.26414 -1.81013 4.09075  C19 1.546, C21 1.514, H45 1.091, H46 1.090
21 C 2.41639 -2.55571 4.73046  C20 1.514, C22 1.490, C23 1.498, C24 1.506
22 C 2.34764 -3.17506 6.08398  C21 1.490, C23 1.511, H47 1.082, H48 1.082
23 C 2.41227 -4.04913 4.85338  C21 1.498, C22 1.511, H49 1.082, H50 1.082
24 C 3.63138 -1.82722 4.21953  C21 1.506, O25 1.426, H51 1.095, H52 1.090
25 O 3.29864 -1.51945 2.86715  C19 1.421, C24 1.426
26 C 0.13800 -0.05474 0.58844  C3 1.554, N16 1.457, H53 1.093, H54 1.093
27 H -3.72713 3.14434 0.42827  C1 1.089
28 H -2.05735 3.70271 0.65344  C1 1.089
29 H -2.61018 3.16801 -0.95320  C1 1.089
30 H -0.19632 -0.94687 -2.45631  C7 1.096
31 H -1.53617 -0.48734 -1.38917  C7 1.088
32 H -2.04894 -1.16883 -3.95283  C8 1.091
33 H -4.10624 -0.28350 -3.47350  C9 1.089
34 H -3.42356 0.61323 -2.11523  C9 1.090
35 H -2.68753 0.88187 -6.06439  C11 1.092
36 H -1.86755 2.41971 -5.75648  C11 1.090
37 H 0.28441 0.66962 -6.08734  C13 1.092
38 H 0.47779 -0.58086 -4.86185  C13 1.092
39 H -0.82290 -0.70926 -6.05335  C13 1.092
40 H -0.81666 2.72101 -3.55647  C14 1.090
41 H 0.64844 1.80255 -3.90097  C14 1.093
42 H 1.16968 2.59212 0.96602  C15 1.089
43 H -0.19488 2.47252 2.11420  C15 1.089
44 H 1.53010 -1.79584 1.90809  C19 1.093
45 H 0.95274 -0.97901 4.72572  C20 1.091
46 H 0.40143 -2.44603 3.89459  C20 1.090
47 H 3.22784 -3.12058 6.71128  C22 1.082
48 H 1.40953 -3.12147 6.62016  C22 1.082
49 H 1.51357 -4.57945 4.56633  C23 1.082
50 H 3.33537 -4.57815 4.65631  C23 1.082
51 H 3.80659 -0.90336 4.78033  C24 1.095
52 H 4.53762 -2.43261 4.21450  C24 1.090
53 H -0.57931 -0.82877 0.87274  C26 1.093
54 H 0.82468 -0.45074 -0.16454  C26 1.093

## Properties
E_tot = -1872.382185 Eh
Total charge = 0
SMILES = CSC1(C(=O)N2C[C@H]3CSC[C@@]3(C)C2)CN(C(=O)[C@@H]2CC3(CC3)CO2)C1
Gap between HOMO and LUMO = 9.2 eV
ΔE to the lowest compared entry with this formula, charge and spin = 1.144 eV

Atomic partial charges in e from the Mulliken method, atoms 1 to 8: C -0.79; S -0.14; C 1.92; C -0.70; O -0.69; N 0.43; C -1.11; C -0.33

=====

# 2
Density functional theory data (ωB97M-V/def2-TZVPD) for one molecule with the formula C19H28N2O5.

Last columns: bonded neighbours and bond lengths (Å).
CARTESIAN COORDINATES (ANGSTROEM)
1 C 3.73589 -0.92521 -2.78228  C2 1.523, H52 1.088, H53 1.088, H54 1.087
2 C 3.27613 -2.31129 -2.34875  C1 1.523, C3 1.531, H50 1.092, H51 1.091
3 C 3.92333 -2.72898 -1.02533  C2 1.531, O4 1.412, H48 1.098, H49 1.094
4 O 3.69250 -1.81315 0.02477  C3 1.412, C5 1.351
5 C 2.46471 -1.70703 0.57902  O4 1.351, C6 1.393, C10 1.399
6 C 1.39066 -2.56465 0.35295  C5 1.393, C7 1.380, H47 1.079
7 C 0.19088 -2.34651 0.99934  C6 1.380, C8 1.392, H46 1.081
8 C 0.01470 -1.27603 1.87206  C7 1.392, C9 1.396, C13 1.485
9 C 1.10400 -0.43906 2.11918  C8 1.396, C10 1.375, H12 1.080
10 C 2.30575 -0.65548 1.48767  C5 1.399, C9 1.375, H11 1.078
11 H 3.15197 -0.01227 1.66791  C10 1.078
12 H 1.02884 0.37637 2.82375  C9 1.080
13 C -1.33259 -1.09765 2.47069  C8 1.485, O14 1.221, N15 1.359
14 O -2.18312 -1.97334 2.43950  C13 1.221
15 N -1.56438 0.10688 3.05642  C13 1.359, H16 1.006, C17 1.448
16 H -0.95201 0.87298 2.83069  N15 1.006
17 C -2.88117 0.46258 3.54343  N15 1.448, H18 1.093, C19 1.540, H45 1.090
18 H -3.17775 -0.26771 4.30087  C17 1.093
19 C -3.93130 0.47462 2.41670  C17 1.540, C20 1.520, H43 1.090, H44 1.089
20 C -3.29894 1.07269 1.17097  C19 1.520, O21 1.217, N22 1.348
21 O -2.83331 2.19676 1.14632  C20 1.217
22 N -3.27577 0.24653 0.10575  C20 1.348, H23 1.008, C24 1.445
23 H -3.59051 -0.70515 0.21436  N22 1.008
24 C -2.62054 0.59289 -1.13480  N22 1.445, H25 1.092, H26 1.096, C27 1.532
25 H -2.21090 1.59590 -0.99522  C24 1.092
26 H -3.35972 0.63039 -1.94316  C24 1.096
27 C -1.50710 -0.39886 -1.48547  C24 1.532, H28 1.093, H29 1.092, C30 1.535
28 H -1.00777 -0.72367 -0.56956  C27 1.093
29 H -1.93676 -1.28218 -1.96231  C27 1.092
30 C -0.45905 0.22135 -2.42041  C27 1.535, C31 1.514, H41 1.090, H42 1.089
31 C 0.41833 1.15594 -1.61522  C30 1.514, O32 1.204, O33 1.329
32 O 1.42588 0.82138 -1.04686  C31 1.204
33 O -0.09145 2.38286 -1.57942  C31 1.329, C34 1.432
34 C 0.54079 3.35122 -0.73531  O33 1.432, C35 1.518, H39 1.096, H40 1.095
35 C -0.52567 4.26294 -0.15482  C34 1.518, H36 1.088, H37 1.087, H38 1.086
36 H -1.26194 3.68314 0.39727  C35 1.088
37 H -1.03429 4.79783 -0.95246  C35 1.087
38 H -0.06271 4.98259 0.51416  C35 1.086
39 H 1.25764 3.91387 -1.34388  C34 1.096
40 H 1.09020 2.82004 0.04926  C34 1.095
41 H 0.17304 -0.56311 -2.83605  C30 1.090
42 H -0.94785 0.77082 -3.22414  C30 1.089
43 H -4.78033 1.08725 2.72048  C19 1.090
44 H -4.26810 -0.54227 2.22316  C19 1.089
45 H -2.80562 1.44975 3.99922  C17 1.090
46 H -0.64544 -3.01005 0.83197  C7 1.081
47 H 1.47614 -3.40470 -0.31845  C6 1.079
48 H 3.60073 -3.73897 -0.73944  C3 1.098
49 H 5.01156 -2.73514 -1.13714  C3 1.094
50 H 3.54260 -3.05613 -3.10199  C2 1.092
51 H 2.19036 -2.30700 -2.23989  C2 1.091
52 H 3.30994 -0.67070 -3.75022  C1 1.088
53 H 4.82014 -0.88785 -2.85938  C1 1.088
54 H 3.40937 -0.18547 -2.05590  C1 1.087

## Properties
E_tot = -1226.577380 Eh
Total charge = 0
SMILES = CCCOc1ccc(C(=O)NCCC(=O)NCCCC(=O)OCC)cc1
Gap between HOMO and LUMO = 9.2 eV
ΔE to the lowest compared entry with this formula, charge and spin = 0.586 eV

Atomic partial charges in e from the Mulliken method, atoms 1 to 8: C -1.06; C 0.02; C -0.79; O -0.50; C 0.73; C -0.20; C -1.12; C 0.43

=====

> ΔE to the lowest compared entry with this formula, charge and spin of number 2 (C19H28N2O5)?

0.586 eV

=====

> Which value of E_tot does entry 2 give?

-1226.577380 Eh